# 1
Density functional theory data (ωB97M-V with the def2-TZVPD basis set) for one molecule with the formula C5H7NS.

Calculated values
Frontier orbital gap   8.3 eV
HOMO level   -8.90 eV

```
14
Properties=species:S:1:pos:R:3:forces:R:3
C 2.2655 -0.5993 -0.0822 -0.4914 2.6332 0.1532
C 1.7972 0.6811 0.1359 1.3147 -1.0325 -0.3356
C 0.3145 0.8918 0.1169 0.0117 -0.1191 -1.1111
S -0.3676 2.3760 -0.0281 0.3718 -0.5850 0.3893
N -0.4479 -0.3582 -0.0030 2.9767 0.8281 0.2095
C -1.6757 -0.3452 -0.6906 -1.3619 -0.5000 -1.7339
C -1.6765 -0.4775 0.7407 0.0539 -0.4470 1.4200
H 1.5023 -1.3064 -0.3428 0.0894 -0.6196 0.2789
H 3.3264 -0.8508 -0.1054 -0.3446 0.1587 -0.0446
H 2.5334 1.5749 0.1789 -1.7008 -1.5459 0.2721
H -1.8729 -1.1410 -1.4165 0.2005 -0.0747 0.5778
H -2.0470 0.5786 -1.0182 -0.2878 1.3586 -0.5625
H -1.7834 -1.4434 1.2051 -0.2304 -0.0211 0.2955
H -1.8683 0.4194 1.3094 -0.6018 -0.0337 0.1915
```
Forces are in eV/Å.

***

# 2
Density functional theory data (ωB97M-V with the def2-TZVPD basis set) for a 2-piece molecular cluster, BrH3NP overall.

Calculated values
Frontier orbital gap (alpha / beta)   7.8 / 7.8 eV
HOMO level (alpha / beta)   -9.10 / -9.10 eV

```
6
Properties=species:S:1:pos:R:3:forces:R:3
N -0.5541 0.9407 0.1189 -2.1448 -3.4587 2.1628
P -0.1713 -1.3278 1.2939 -0.1981 1.0993 -1.8431
Br -2.2553 -2.0949 1.1847 0.3933 0.2632 -0.0382
H -0.3510 0.8566 -0.8335 0.6351 -0.4659 -1.8831
H 0.1653 1.4378 0.5440 1.8769 0.9636 0.9634
H 0.3516 -2.4101 0.3507 -0.5623 1.5986 0.6383
```
Forces are in eV/Å.

***

# 3
Density functional theory data (ωB97M-V with the def2-TZVPD basis set) for a 2-piece molecular cluster, C2HCl2NS overall.

Calculated values
Frontier orbital gap (alpha / beta)   4.5 / 4.7 eV
HOMO level (alpha / beta)   -7.59 / -7.69 eV

```
7
Properties=species:S:1:pos:R:3:forces:R:3
C -3.3236 0.2570 0.0805 -0.8720 0.0628 -0.0426
C 0.1837 0.8165 -0.0445 -1.9633 0.5128 0.0870
N -2.1627 0.2384 0.2285 2.1495 0.0157 0.1865
S -4.9472 0.2189 0.0260 0.2856 0.0637 -0.1367
Cl 0.2348 1.9146 1.2058 0.1842 -0.4037 -0.4153
Cl 0.2138 1.3330 -1.6226 0.2094 -0.1586 0.3430
H 0.3204 -0.2291 0.1780 0.0067 -0.0926 -0.0219
```
Forces are in eV/Å.

***

# 4
Density functional theory data (ωB97M-V with the def2-TZVPD basis set) for one molecule with the formula C3H4BrN3.

Calculated values
Frontier orbital gap   10.0 eV
HOMO level   -9.22 eV

```
11
Properties=species:S:1:pos:R:3:forces:R:3
C -1.2093 -0.5610 1.0373 1.8993 -0.4261 2.5574
N -0.0997 -0.0329 0.2551 -0.4999 -0.6608 -0.6360
C 0.9920 -0.6119 -0.1594 2.2162 -4.4729 0.2578
N 1.6561 0.0284 -1.0824 -0.3285 2.3852 -1.0969
C 0.8694 1.1449 -1.3051 -3.0401 -2.2047 3.8843
Br 1.2208 2.7478 -2.2032 -0.0067 -0.7715 0.0403
N -0.3081 1.0465 -0.4702 2.4672 2.7459 -2.4210
H -1.8598 -1.0859 0.4246 -1.5784 -0.4526 -1.2479
H -0.9755 -1.3018 1.9020 0.5161 1.3550 -1.6321
H -1.5553 0.3295 1.5077 -1.1824 0.3457 0.2533
H 1.2693 -1.7036 0.0935 -0.4627 2.1569 0.0407
```
Forces are in eV/Å.

***

# 5
Density functional theory data (ωB97M-V with the def2-TZVPD basis set) for C37H45AsBaF6N3P2SeSi2 as an isolated structure.

Calculated values
Net charge   -2
Multiplicity   2
<S²>   0.773
Frontier orbital gap (alpha / beta)   4.3 / 4.3 eV
HOMO level (alpha / beta)   -0.42 / -0.42 eV

```
98
Properties=species:S:1:pos:R:3:forces:R:3
Ba 0.9859 -1.9696 -2.0061 -0.6128 -0.6714 1.0903
C 2.5340 1.8592 2.0701 -0.0242 -0.0249 0.0064
N 1.5487 1.5138 1.0495 -0.0521 -0.0435 0.0282
P -0.1412 1.6039 1.2826 0.0548 0.0235 -0.0386
C -0.5922 0.5024 2.6670 0.0400 -0.0415 -0.0322
C -1.5073 -0.5016 2.3615 -0.0051 -0.0350 0.0171
C -1.9988 -1.3324 3.3629 -0.0091 -0.0077 -0.0088
C -1.5627 -1.1718 4.6666 0.0267 -0.0325 -0.0018
C -0.6231 -0.1916 4.9753 -0.0173 -0.0336 0.0053
C -0.1460 0.6441 3.9820 0.0006 0.0183 0.0264
C -0.3613 3.2295 2.1206 0.0044 -0.0200 -0.0180
C -1.4487 3.4361 2.9722 -0.0051 0.0016 -0.0064
C -1.7164 4.6912 3.4966 0.0102 0.0213 0.0043
C -0.9005 5.7702 3.1826 -0.0130 -0.0112 0.0076
C 0.1800 5.5799 2.3341 0.0042 0.0017 -0.0053
C 0.4433 4.3241 1.8055 0.0389 0.0081 -0.0484
P 1.8988 1.3093 -0.6318 0.1342 0.0765 -0.0608
C 1.9468 3.0935 -1.1426 -0.0376 -0.0261 -0.0265
C 0.7724 3.6352 -1.6602 0.0036 -0.0030 0.0001
C 0.6620 4.9983 -1.9040 0.0076 0.0015 0.0117
C 1.7302 5.8394 -1.6348 -0.0063 0.0031 -0.0051
C 2.9137 5.3099 -1.1342 0.0061 0.0023 0.0128
C 3.0222 3.9481 -0.8942 -0.0080 -0.0079 0.0271
C 3.6714 0.9272 -0.7980 0.0033 0.1151 -0.0600
C 4.2154 1.2427 -2.0471 0.0231 0.0180 0.0096
C 5.5126 0.8824 -2.3647 0.0093 -0.0032 -0.0065
C 6.2876 0.2037 -1.4322 -0.0068 -0.0054 0.0095
C 5.7426 -0.1477 -0.2104 0.0323 0.0047 -0.0030
C 4.4310 0.1882 0.0990 -0.0583 -0.0542 0.0300
H 2.1014 2.5515 2.7958 0.0040 -0.0088 -0.0149
H 3.4005 2.3462 1.6196 0.0047 -0.0296 -0.0049
H 2.8763 0.9681 2.6007 0.0001 0.0069 0.0077
H -1.8184 -0.6584 1.3342 -0.0233 0.0013 -0.0497
H -2.7007 -2.1162 3.1074 0.0003 -0.0168 -0.0113
H -1.9360 -1.8245 5.4458 -0.0074 -0.0203 0.0161
H -0.2675 -0.0810 5.9925 -0.0001 -0.0021 0.0134
H 0.5588 1.4286 4.2344 -0.0037 -0.0118 -0.0139
H -2.0911 2.6031 3.2310 -0.0059 -0.0011 0.0014
H -2.5647 4.8250 4.1567 -0.0135 0.0047 0.0092
H -1.1066 6.7500 3.5957 -0.0046 0.0099 0.0022
H 0.8239 6.4113 2.0738 0.0068 0.0087 -0.0032
H 1.2871 4.1963 1.1373 -0.0285 0.0074 0.0106
H -0.0696 2.9847 -1.8591 -0.0229 -0.0132 -0.0055
H -0.2622 5.3998 -2.3003 -0.0112 0.0041 -0.0084
H 1.6460 6.9034 -1.8196 0.0012 0.0139 -0.0046
H 3.7557 5.9609 -0.9318 0.0132 0.0055 0.0034
H 3.9519 3.5400 -0.5165 0.0097 -0.0017 -0.0064
H 3.6131 1.7557 -2.7894 0.0060 0.0013 -0.0010
H 5.9065 1.1124 -3.3467 0.0077 0.0000 -0.0039
H 7.2974 -0.0976 -1.6830 0.0099 -0.0003 0.0032
H 6.3060 -0.7556 0.4843 -0.0038 -0.0065 0.0080
H 3.9924 -0.1919 1.0091 -0.0084 0.0124 0.0115
C -2.1154 1.2476 -2.0003 0.0405 -0.0171 0.0126
Si -3.0366 -0.3285 -2.4132 0.0760 -0.1246 -0.1389
C -2.5982 -0.7972 -4.1821 -0.1231 0.0320 -0.0568
C -4.8610 0.2082 -2.4547 0.0225 -0.0663 0.1115
N -2.4954 -1.5763 -1.3713 0.1559 -0.0157 0.2435
C -3.1151 -2.6031 -0.8186 -0.0356 -0.0640 -0.1059
C -4.5239 -2.8545 -0.9987 0.2023 0.0431 0.0313
C -5.1712 -3.9686 -0.5472 -0.0917 0.0203 -0.0427
C -4.4510 -4.9659 0.1389 -0.0142 -0.0902 0.0517
C -3.1272 -4.7756 0.4001 0.0455 -0.0449 -0.0977
C -2.3849 -3.5905 0.0350 -0.2845 -0.0503 0.0160
N -1.1554 -3.3861 0.4412 0.1331 0.2880 -0.1518
Si -0.2709 -4.3426 1.5890 0.2648 -0.0356 -0.0207
C -1.2456 -5.1656 3.0150 -0.0574 0.0372 -0.0175
C 0.9431 -3.2528 2.4928 0.2193 -0.0255 0.0263
C 0.5802 -5.7496 0.6857 -0.0257 -0.0390 0.0250
H -2.2855 1.9925 -2.7832 0.0029 0.0209 -0.0294
H -1.0428 1.0521 -1.9407 0.0239 -0.0046 -0.0061
H -2.4206 1.6715 -1.0426 -0.0062 0.0092 0.0414
H -3.3804 -0.4862 -4.8804 -0.0203 0.0200 -0.0108
H -2.4702 -1.8751 -4.2857 0.0018 -0.0323 -0.0068
H -1.6730 -0.3232 -4.5068 0.0686 -0.0200 -0.0119
H -4.9327 1.1024 -3.0812 0.0312 0.0259 0.0021
H -5.2400 0.4642 -1.4625 -0.0230 -0.0179 0.0289
H -5.5176 -0.5473 -2.8883 -0.0263 -0.0195 -0.0226
H -5.0845 -2.1213 -1.5518 -0.0729 0.1449 -0.0878
H -6.2305 -4.0956 -0.7428 -0.0056 0.0083 -0.0040
H -4.9431 -5.8799 0.4541 0.0037 -0.0052 -0.0102
H -2.5773 -5.5558 0.9061 -0.0322 0.0176 -0.1235
H -1.3992 -4.4504 3.8236 -0.0430 0.1016 0.0856
H -0.6038 -5.9605 3.4084 0.0350 0.0108 0.0348
H -2.2101 -5.6079 2.7706 0.0420 -0.0020 0.0769
H 0.5133 -2.2678 2.6683 -0.0816 0.0892 0.0530
H 1.8615 -3.1059 1.9178 -0.0453 -0.0362 -0.1164
H 1.2058 -3.6821 3.4651 -0.0319 -0.0560 0.0378
H -0.1493 -6.4110 0.2081 -0.0244 -0.0206 0.0072
H 1.1858 -6.3436 1.3756 -0.0037 -0.0279 0.0316
H 1.2565 -5.3549 -0.0726 0.0758 0.0991 -0.0426
F 0.9061 -0.2215 -3.8608 -0.0332 0.5732 -0.5588
As 1.3989 -0.9807 -5.3982 0.0928 0.0671 -0.0756
F 0.1822 -2.1971 -5.0904 0.0042 0.0414 -0.0222
F 0.2479 -0.0053 -6.2345 0.0454 -0.0442 0.0160
F 2.4807 -1.9538 -4.4321 0.0579 0.0262 -0.1128
F 2.6157 0.2298 -5.5744 -0.0610 -0.0558 -0.0488
F 1.8827 -1.7690 -6.8522 -0.0146 0.0292 0.0721
Se 3.2514 -2.8450 -0.4671 0.0382 -0.0278 -0.0069
```
Forces are in eV/Å.

***

Result set for energy above the lowest of the compared OMol25 structures with the same formula, charge and spin: 255.8, 291.6, 254.2, 67.1, 26.4 kJ/mol, one per record in the order listed.
Result set for largest force on an atom: 3.10, 4.61, 2.16, 5.40, 1.42 eV/Å, one per record in the order listed.